# 1
An isolated molecule of C21H34N4O4S at a distorted geometry, computed with the ωB97M-V functional and the def2-TZVPD basis.

XYZ file:
```
64
C21H34N4O4S the ωB97M-V functional and the def2-TZVPD basis
C 0.5823 3.6132 -2.2770
N -0.1988 3.1103 -1.1592
C -0.4776 4.1524 -0.1848
C 0.7784 4.6393 0.5530
N 1.4975 3.5458 1.1598
C 2.5865 3.0028 0.5735
O 3.1731 3.5582 -0.3351
C 3.0939 1.6658 1.1178
C 3.2270 0.7119 -0.0795
C 1.8370 0.3147 -0.5683
N 1.0721 -0.3491 0.4755
S 1.4824 -1.9368 0.7618
O 1.7505 -2.5442 -0.5068
O 2.4599 -2.0856 1.7995
N 0.0178 -2.4226 1.4091
C -1.0436 -2.5371 0.4259
C -1.0081 -3.8934 -0.2843
O -1.0132 -4.9556 0.6469
C 0.0971 -4.8744 1.5134
C 0.0742 -3.5648 2.3048
C 0.9345 0.4348 1.6852
C 2.2713 0.9731 2.2080
C -1.4210 2.4540 -1.6058
C -1.9085 1.3920 -0.6079
C -3.0065 0.5695 -1.2185
C -2.6989 -0.4633 -2.0965
C -3.7016 -1.2171 -2.6783
C -5.0295 -0.9440 -2.3950
C -5.3468 0.0873 -1.5286
C -4.3408 0.8382 -0.9455
H 0.0991 4.4660 -2.7769
H 0.7190 2.8150 -3.0042
H 1.5668 3.9144 -1.9268
H -1.1721 3.7420 0.5532
H -0.9615 5.0288 -0.6540
H 0.4786 5.3535 1.3259
H 1.4686 5.1319 -0.1325
H 1.0117 3.0342 1.8757
H 4.0973 1.8693 1.5105
H 3.7728 1.2099 -0.8811
H 3.7676 -0.1875 0.2217
H 1.9057 -0.3909 -1.3963
H 1.2751 1.2012 -0.8813
H -0.9082 -1.7287 -0.2893
H -1.9979 -2.4092 0.9468
H -1.8977 -4.0259 -0.9024
H -0.1057 -3.9453 -0.9081
H 0.0273 -5.7359 2.1797
H 1.0321 -4.9246 0.9354
H 0.9756 -3.4591 2.9067
H -0.8126 -3.5289 2.9460
H 0.4801 -0.2249 2.4266
H 0.2325 1.2420 1.4569
H 2.1022 1.6325 3.0625
H 2.8501 0.1161 2.5590
H -1.2034 1.9464 -2.5477
H -2.2298 3.1792 -1.7997
H -1.0653 0.7475 -0.3568
H -2.2720 1.8671 0.3050
H -1.6640 -0.6776 -2.3242
H -3.4469 -2.0194 -3.3551
H -5.8134 -1.5322 -2.8484
H -6.3805 0.3076 -1.3052
H -4.5957 1.6410 -0.2677
```

## Properties
Spin multiplicity = 1
SMILES = CN(CCNC(=O)C1CCN(S(=O)(=O)N2CCOCC2)CC1)CCc1ccccc1
Energy above the lowest of the compared OMol25 structures with the same formula, charge and spin = 0.555 eV



# 2
The ion C6H9N2 with charge +1 at a distorted geometry, computed with the ωB97M-V functional and the def2-TZVPD basis.

XYZ file:
```
17
C6H9N2 the ωB97M-V functional and the def2-TZVPD basis
C 1.8262 1.2532 0.3521
C 1.7927 -0.0787 0.9398
C 0.7835 1.5262 -0.4421
C 0.8275 -0.9461 0.8218
C -0.0105 -2.1105 1.0432
C -1.3534 1.0571 -1.1212
N -0.3173 0.7838 -0.3633
N -2.2522 0.2351 -1.4612
H 2.7086 1.9891 0.5527
H 2.6575 -0.4133 1.4054
H 0.6088 2.4421 -1.0674
H 0.7829 -2.9171 1.1707
H -0.4364 -2.5517 0.1359
H -1.4823 2.1681 -1.2206
H -3.2394 0.4626 -1.7304
H -0.7560 -2.2337 1.9205
H -2.1400 -0.6662 -0.9359
```

## Properties
Spin multiplicity = 1
Net charge = +1
Energy above the lowest of the compared OMol25 structures with the same formula, charge and spin = 4.526 eV



# 3
A structure of composition C29H16BiCl5N5O4S, computed with the ωB97M-V functional and the def2-TZVPD basis.

XYZ file:
```
61
C29H16BiCl5N5O4S the ωB97M-V functional and the def2-TZVPD basis
Bi 0.1618 -0.2637 -0.3570
O 1.9307 -3.6897 -2.3244
C 1.6634 -2.7293 -1.5876
N 0.7544 -1.7273 -1.9099
C 0.2237 -1.5711 -3.1988
C 0.8096 -2.1108 -4.3468
C 0.2789 -1.8564 -5.6039
C -0.8411 -1.0527 -5.7422
C -1.4345 -0.4942 -4.6178
C -0.9229 -0.7458 -3.3440
N -1.4303 -0.2185 -2.1497
C -2.6279 0.3815 -2.0562
O -3.4365 0.6609 -2.9415
C -2.9997 0.7273 -0.6232
C -3.1158 -0.2835 0.3278
C -3.4900 0.0466 1.6190
C -3.7184 1.3783 1.9184
C -3.5722 2.3138 0.9040
N -3.2371 2.0114 -0.3466
C 2.2582 -2.5901 -0.2721
C 3.0371 -3.6144 0.2843
C 3.5169 -3.5164 1.5615
C 3.1805 -2.3491 2.3269
C 2.4113 -1.3891 1.7479
N 1.9716 -1.4453 0.4650
H 1.6743 -2.7427 -4.2325
H 0.7543 -2.2907 -6.4767
H -1.2581 -0.8508 -6.7226
H -2.3031 0.1391 -4.7024
H -2.8947 -1.3073 0.0559
H -3.5663 -0.7197 2.3793
H -3.9799 1.6935 2.9202
H -3.7295 3.3683 1.1102
H 3.2230 -4.4810 -0.3362
H 4.1023 -4.3151 1.9987
H 3.5002 -2.2315 3.3534
H 2.1136 -0.5077 2.3070
O 0.8829 2.0650 0.8907
N 2.1745 2.1937 0.8230
C 2.8405 2.6266 1.9187
C 4.1993 2.8091 1.9148
C 4.9081 2.5230 0.7499
C 4.2283 2.0544 -0.3469
C 2.8370 1.8683 -0.3342
S 1.9743 1.2452 -1.6784
H 2.1975 2.7998 2.7680
H 4.6870 3.1509 2.8163
H 5.9829 2.6451 0.7136
H 4.7460 1.7862 -1.2566
Cl -1.6696 -1.9307 7.7237
C -1.3778 -1.8910 6.0114
C -0.9824 -0.7127 5.3777
Cl -0.7846 0.7323 6.3245
C -0.7548 -0.6743 4.0165
Cl -0.2801 0.7788 3.2076
C -0.9022 -1.8248 3.1675
O -0.7032 -1.7805 1.9397
C -1.3204 -3.0130 3.8661
Cl -1.5335 -4.4269 2.8945
C -1.5435 -3.0374 5.2278
Cl -2.0455 -4.5140 5.9951
```

## Properties
Spin multiplicity = 2
Net charge = -2
Energy above the lowest of the compared OMol25 structures with the same formula, charge and spin = 0.000 eV